Computed, not measured: the molecule C5H5ClFN in a non-equilibrium geometry, with ωB97M-V/def2-TZVPD.

The spin multiplicity is 1. The frontier orbital gap (alpha / beta) is 7.45 / 7.45 eV.

CARTESIAN COORDINATES (ANGSTROEM)
C 0.95571 1.21692 -0.23898
H -0.23160 -1.07161 -1.12534
C -0.07159 0.51009 0.43309
N 1.70972 0.53351 -1.08395
Cl 2.84013 -1.48023 -2.42865
C 0.33577 -0.89373 0.89095
H -1.73570 -1.07769 0.01224
C 2.39766 -0.48215 -1.10105
H 1.03899 2.28644 -0.14797
H -0.42320 1.12404 1.19838
F -0.08024 -1.21679 2.15342
H 1.27526 -1.46880 0.81479
C -0.68387 -0.77547 -0.16125

Atomic forces in eV per Å
1.506 -0.628 -3.262
-0.664 0.482 0.326
0.724 -1.984 -0.215
-1.334 2.213 1.392
-0.646 0.330 -0.472
0.235 -1.295 1.006
0.883 0.398 0.020
2.011 -1.147 0.444
0.375 0.121 -0.083
-1.681 0.338 1.144
-0.792 0.243 0.680
-0.444 1.093 -0.848
-0.173 -0.166 -0.132